No. 1
Computed, not measured: a 2-piece molecular cluster, C31H30BF5O2S overall, with wB97M-V/def2-TZVPD.

Structure (XYZ):
```
70
Properties=species:S:1:pos:R:3:lowdin_charge:R:1
C -3.49050 6.61577 -0.23829 -0.13
C -3.03785 5.27519 0.21294 -0.59
C -3.10515 4.73996 1.48260 -0.15
C -2.51496 3.42925 1.60346 -0.15
C -1.94904 2.97959 0.42763 -0.38
B -1.27343 1.49763 0.12545 -0.97
C 0.35856 1.74661 0.03444 -0.08
C 1.04227 2.05748 1.19832 -0.01
C 2.43134 2.24427 1.15765 -0.01
C 3.07345 2.15685 -0.07036 -0.16
C 4.56895 2.35737 -0.09765 -0.53
F 5.08854 2.32613 -1.35769 0.10
F 4.93096 3.55859 0.45701 0.11
F 5.20322 1.37757 0.62579 0.09
C 2.39204 1.88979 -1.24561 -0.03
C 0.99938 1.70038 -1.19176 -0.02
O -1.63435 0.71217 1.26116 0.07
C -2.13769 -0.47171 0.68345 -0.47
C -0.95317 -1.39442 0.45143 -0.02
C -3.13992 -1.10188 1.63187 0.00
C -2.75146 0.04420 -0.72590 -0.48
C -2.77720 -0.99769 -1.83365 -0.01
C -4.13612 0.65663 -0.53796 -0.01
O -1.82901 1.04368 -1.10509 0.04
S -2.27382 4.09816 -0.83980 1.06
H -3.96735 7.16115 0.58558 0.07
H -2.64364 7.22167 -0.59075 0.07
H -4.21859 6.54201 -1.05710 0.07
H -3.56176 5.27802 2.29832 0.09
H -2.52114 2.90247 2.54670 0.10
H 0.50445 2.16734 2.13891 0.12
H 2.98405 2.44703 2.06546 0.12
H 2.90620 1.82508 -2.19254 0.10
H 0.44349 1.53773 -2.11477 0.12
H -1.25909 -2.37780 0.07558 0.08
H -0.23152 -0.95843 -0.25765 0.10
H -0.41571 -1.53784 1.39796 0.10
H -3.54345 -2.01558 1.17373 0.09
H -2.63135 -1.36925 2.56815 0.09
H -3.96064 -0.40902 1.85242 0.09
H -3.40035 -1.84887 -1.53014 0.09
H -3.20892 -0.54216 -2.73290 0.09
H -1.76221 -1.33971 -2.06530 0.07
H -4.86438 -0.13678 -0.31122 0.09
H -4.14988 1.40954 0.26261 0.09
H -4.44570 1.14558 -1.47040 0.10
F 5.29408 -0.75563 -1.56523 0.06
C 4.26610 -1.56321 -2.00092 -0.21
C 4.17422 -1.80224 -3.36664 0.06
C 3.10287 -2.60170 -3.79739 -0.04
C 2.17007 -3.07619 -2.89071 0.00
C 2.19260 -2.70864 -1.50393 -0.16
C 1.11069 -3.16126 -0.67215 0.12
C 1.19789 -3.59200 0.70218 -0.20
C 0.33460 -4.65688 1.13129 -0.01
C 0.16249 -4.96329 2.47138 -0.04
C 0.92495 -4.31062 3.45162 0.04
C 1.87938 -3.40592 3.01212 -0.21
F 2.60975 -2.72778 3.96832 0.05
C 2.09709 -3.07560 1.67985 0.09
C 3.35364 -2.01378 -1.05771 0.10
H 4.88447 -1.36151 -4.06007 0.14
H 3.00879 -2.82858 -4.86182 0.12
H 1.38468 -3.74841 -3.23353 0.12
H 0.34092 -3.69715 -1.23454 0.13
H -0.21925 -5.21548 0.37782 0.13
H -0.58243 -5.70208 2.77758 0.12
H 0.76087 -4.48688 4.51362 0.14
H 2.88761 -2.39138 1.42208 0.11
H 3.52637 -1.79754 -0.01528 0.11
```

Properties
Strongest force on any atom, eV Å⁻¹: 4.18
LUMO energy, eV: -4.3
Energy, eV: -61826.5199
E_HOMO, eV: -6.55
Charge: 0



No. 2
Computed, not measured: C29H44AuBrN2O3SSbSi3 as an isolated structure, with wB97M-V/def2-TZVPD.

Structure (XYZ):
```
85
Properties=species:S:1:pos:R:3:lowdin_charge:R:1
Au 0.78919 0.06108 -0.64873 0.84
Br 7.21256 -4.59539 0.41327 0.69
C 6.13288 -3.11250 -0.09127 -0.71
C 5.76122 -2.97074 -1.41734 -0.14
C 4.94042 -1.91509 -1.77406 -0.02
C 4.52576 -0.99228 -0.82028 -0.26
C 4.89800 -1.15698 0.51329 -0.01
C 5.70197 -2.22530 0.88001 -0.12
N 3.67281 0.04914 -1.23782 0.11
C 3.79330 1.18269 -0.69248 -0.12
C 2.85066 2.27790 -1.00910 -0.27
C 3.33289 3.57617 -1.03841 -0.02
C 2.47378 4.61098 -1.35454 -0.05
C 1.15257 4.31078 -1.62781 -0.05
C 0.74005 2.99226 -1.55496 -0.15
N 1.56383 1.98915 -1.25121 -0.02
H 6.08222 -3.69390 -2.15414 0.10
H 4.59565 -1.80171 -2.79348 0.12
H 4.52119 -0.46421 1.25604 0.08
H 5.98096 -2.37026 1.91500 0.10
H 4.58617 1.42917 0.01725 0.13
H 4.36920 3.75905 -0.78812 0.12
H 2.82652 5.63401 -1.37212 0.11
H 0.43172 5.08080 -1.86404 0.10
H -0.29473 2.72039 -1.71288 0.01
C -5.26779 3.50233 -0.09905 -0.25
Si -4.97670 1.73851 -0.69292 0.24
C -5.40095 1.65165 -2.52818 -0.25
C -6.22554 0.64894 0.20144 -0.22
Sb -2.47343 1.27783 -0.49231 0.85
Si -2.45549 -1.21351 -1.06204 0.28
C -4.14071 -2.04917 -0.91590 -0.24
C -1.29761 -2.14693 0.07481 -0.34
C -1.98252 -1.27210 -2.88119 -0.26
Si -2.17524 1.50928 2.05120 0.28
C -1.89290 3.34016 2.30549 -0.23
C -0.72910 0.52841 2.69066 -0.23
C -3.72349 0.99734 2.99580 -0.24
H -6.30786 3.80263 -0.25695 0.02
H -4.62197 4.20415 -0.63066 0.02
H -5.04814 3.59473 0.96734 0.01
H -6.44102 1.94232 -2.70367 0.02
H -5.26692 0.63652 -2.91006 0.01
H -4.75594 2.31245 -3.11069 0.02
H -7.23156 1.02530 -0.01205 0.03
H -6.08267 0.66190 1.28220 0.01
H -6.17628 -0.38685 -0.13378 0.00
H -4.51645 -2.01790 0.10847 0.02
H -4.04703 -3.09966 -1.20872 0.03
H -4.88498 -1.58536 -1.56696 0.01
H -1.73582 -2.00942 1.07190 0.05
H 0.48576 -1.69307 1.17382 0.04
H -1.41367 -3.21925 -0.14059 0.08
H -2.70345 -0.69483 -3.46650 0.02
H -1.97894 -2.29797 -3.26085 0.02
H -0.99394 -0.83449 -3.03607 0.00
H -0.92252 3.61335 1.88696 0.01
H -1.86177 3.56752 3.37526 0.04
H -2.67955 3.94205 1.84252 0.01
H 0.16305 0.73801 2.10085 -0.02
H -0.92465 -0.54638 2.68678 0.02
H -0.51848 0.85052 3.71520 0.04
H -4.56948 1.64839 2.76495 0.01
H -3.52380 1.07496 4.06914 0.03
H -4.01392 -0.03252 2.77764 0.02
C 2.76980 -0.01809 2.94604 -0.20
S 2.60731 2.69684 2.57533 0.69
O 3.15386 1.07238 2.13581 -0.48
O 2.12208 2.50132 3.95041 -0.51
O 1.50216 2.88794 1.61563 -0.51
H 3.65706 -0.50802 3.36721 0.07
H 2.21563 -0.74880 2.34721 0.05
H 2.13678 0.31492 3.77112 0.06
C 0.20458 -1.76890 0.11953 -0.45
C 1.08231 -2.83977 -0.46335 -0.29
C 2.10896 -3.40561 0.29725 -0.05
C 2.90499 -4.42807 -0.19940 -0.10
C 2.69719 -4.91673 -1.48105 -0.12
C 1.68717 -4.36073 -2.25720 -0.10
C 0.89499 -3.33983 -1.75554 -0.06
H 2.28107 -3.03287 1.30177 0.10
H 3.69314 -4.84300 0.41845 0.09
H 3.31748 -5.71416 -1.87224 0.09
H 1.51597 -4.72465 -3.26414 0.09
H 0.12021 -2.90920 -2.37818 0.08
```

Properties
Strongest force on any atom, eV Å⁻¹: 0.14
LUMO energy, eV: 2.2
Energy, eV: -154655.0331
E_HOMO, eV: -4.70
Charge: -1



No. 3
Computed, not measured: a 10-piece molecular cluster, C24H38F3N7O8 overall, with wB97M-V/def2-TZVPD.

Structure (XYZ):
```
80
Properties=species:S:1:pos:R:3:lowdin_spin:R:1
C 0.22015 4.35976 -0.74664 0.00
C 0.02886 3.91592 0.68598 0.00
O -0.17814 5.09580 1.43996 0.01
C 0.86621 5.99945 1.72506 0.00
O 2.07753 5.86367 1.45991 0.05
C 0.40032 7.15262 2.69572 0.00
F 0.41092 8.32623 1.94879 0.00
F -0.82245 6.92910 3.09589 0.00
F 1.21155 7.24412 3.79462 0.00
H 1.16606 4.90023 -0.78182 0.00
H -0.63380 4.88204 -1.17803 0.00
H 0.26875 3.42181 -1.29980 0.00
H 0.88467 3.38602 1.10418 0.00
H -0.90068 3.35071 0.75386 0.00
C -0.97293 -5.37034 -6.35072 0.00
O -0.22237 -4.12788 -6.19270 0.00
C 0.24894 -3.81459 -4.95519 0.00
O 0.14374 -4.51240 -3.94599 0.00
O 0.89117 -2.58668 -4.99796 0.00
C 1.50484 -1.99900 -3.82864 0.00
H -0.33650 -6.13936 -6.78851 0.00
H -1.81430 -5.13447 -7.00231 0.00
H -1.46839 -5.73308 -5.45014 0.00
H 0.73921 -1.70238 -3.11175 0.00
H 1.97223 -1.10012 -4.23071 0.00
H 2.26004 -2.63099 -3.36135 0.00
C 4.93448 3.33196 1.66983 0.14
O 4.19333 2.59679 2.57453 0.45
C 3.29566 1.66201 2.09244 0.00
O 2.95939 1.55559 0.94210 0.00
O 2.94227 0.85771 3.13515 0.14
C 1.96664 -0.14142 2.95077 0.04
H 5.43617 4.14653 2.19222 0.00
H 4.26100 3.69659 0.89422 0.06
H 5.65038 2.81807 1.02834 0.06
H 2.14391 -0.76683 2.07582 0.01
H 0.93758 0.21443 2.90081 0.02
H 1.95451 -0.81205 3.80996 0.00
C -2.61958 -2.79563 -3.27745 0.00
C -3.20553 -3.22937 -4.62608 0.00
N -3.61568 -3.54735 -5.64683 0.00
H -3.08550 -1.84803 -3.00714 0.00
H -1.54560 -2.63783 -3.17860 0.00
H -3.02640 -3.60530 -2.67162 0.00
C -4.17078 -0.97112 0.01058 0.00
C -5.39937 -0.80444 -0.81926 0.00
N -6.31702 -0.63567 -1.48375 0.00
H -3.28540 -0.43319 -0.32829 0.00
H -3.93191 -2.00558 0.25741 0.00
H -4.46071 -0.54082 0.96916 0.00
C 4.77575 -1.72963 1.66225 0.00
C 3.78120 -1.68369 0.57813 0.00
N 2.99101 -1.61481 -0.26886 0.00
H 5.36927 -2.64363 1.64166 0.00
H 4.34811 -1.58612 2.65454 0.00
H 5.53010 -1.00302 1.36043 0.00
C -3.03415 2.96271 2.74817 0.00
C -3.78745 2.78615 4.03720 0.00
N -4.34168 2.63252 5.03388 0.00
H -2.86952 4.04018 2.74049 0.00
H -3.60934 2.56551 1.91182 0.00
H -2.07327 2.46571 2.88160 0.00
C 1.54620 -5.14565 -0.62352 0.00
C 0.48938 -4.12188 -0.54664 0.00
N -0.36591 -3.29919 -0.47115 0.00
H 1.86536 -5.33232 -1.64889 0.00
H 1.21105 -6.05716 -0.12861 0.00
H 2.33397 -4.82771 0.05943 0.00
C -0.06283 0.12331 -1.10327 0.00
C -0.43726 0.30942 0.29477 0.00
N -0.74664 0.42788 1.36335 0.01
H 0.99221 -0.14822 -1.13872 0.00
H -0.23806 1.04011 -1.66617 0.00
H -0.59030 -0.72705 -1.53543 0.00
C -2.98227 -0.46125 3.68381 0.00
C -2.62578 -1.78788 4.28027 0.00
N -2.30399 -2.83637 4.66742 0.00
H -3.21602 -0.56330 2.62407 0.00
H -2.06241 0.10628 3.82478 0.00
H -3.84435 0.02799 4.13721 0.00
```

Properties
Strongest force on any atom, eV Å⁻¹: 4.50
LUMO energy (spin up / spin down), eV: -3.2 / -11.0
2S+1: 2
Energy, eV: -60452.6143
E_HOMO (spin up / spin down), eV: -12.64 / -12.64
Charge: +1



No. 4
Computed, not measured: C38H30AsBrInN5O2S2 as an isolated structure, with wB97M-V/def2-TZVPD.

Structure (XYZ):
```
80
Properties=species:S:1:pos:R:3:lowdin_charge:R:1
In -1.11767 -0.79981 0.58874 0.29
C -3.82985 0.89679 3.83006 -0.03
C -3.08993 -0.05191 2.95494 -0.28
N -1.88473 0.24796 2.47447 -0.05
N -1.32578 1.41385 2.81440 0.05
C -0.07147 1.50865 2.27411 -0.46
O 0.45710 0.59048 1.60404 -0.13
C 0.60491 2.79380 2.47334 -0.15
C 1.97294 2.90663 2.18832 -0.04
C 2.59432 4.13296 2.22713 -0.10
C 1.86596 5.28698 2.58176 -0.08
C 0.50067 5.18146 2.86891 -0.08
C -0.12539 3.93325 2.84748 -0.02
C -3.68494 -1.28264 2.56865 -0.20
C -4.91565 -1.78556 3.07414 0.00
C -5.32604 -3.07231 2.75831 -0.05
C -4.55824 -3.87437 1.87147 -0.04
C -3.45462 -3.24836 1.28565 -0.15
N -3.05300 -1.99453 1.56399 0.04
H -3.18887 1.77473 3.96193 0.07
H -4.04548 0.45250 4.80321 0.09
H -4.78898 1.18957 3.39069 0.09
H 2.52348 2.00799 1.93842 0.12
H 3.66268 4.19377 2.01211 0.11
H 2.36356 6.25889 2.63038 0.10
H -0.05672 6.08058 3.15097 0.10
H -1.19558 3.82244 3.08814 0.11
H -5.51485 -1.15996 3.73829 0.11
H -6.23657 -3.47263 3.20886 0.11
H -4.85688 -4.88730 1.60828 0.10
H -2.87763 -3.78159 0.53975 0.05
S -2.32933 1.27508 -0.42569 0.62
C -1.79792 1.69837 -2.00055 -0.70
C -2.67845 2.41693 -2.86746 -0.11
C -2.26511 2.92931 -4.11080 -0.08
C -0.93208 2.72429 -4.48859 -0.10
C -0.09376 1.94399 -3.70979 -0.16
C -0.47536 1.46312 -2.48074 -0.40
As 0.90825 0.47353 -1.48435 1.34
C 2.37011 1.77520 -1.69440 -0.36
C 3.54297 1.56584 -2.44012 -0.11
C 4.54072 2.54850 -2.50091 -0.08
C 4.33979 3.80091 -1.86462 -0.08
C 3.14557 4.01234 -1.15361 -0.09
C 2.14710 3.03030 -1.12196 -0.12
C 1.49674 -0.90466 -2.79202 -0.34
C 0.80673 -1.17167 -3.94121 -0.12
C 1.15609 -2.24703 -4.79283 -0.07
C 2.09916 -3.17360 -4.46277 -0.12
C 2.89595 -3.05942 -3.24176 -0.46
C 2.53948 -1.85044 -2.29804 -0.30
H -3.70192 2.53857 -2.52524 0.09
H -2.95594 3.44255 -4.78226 0.10
H -0.52959 3.16286 -5.39741 0.10
H 0.92989 1.77369 -4.02904 0.10
H 3.69764 0.62457 -2.97139 0.09
H 5.46716 2.32978 -3.03197 0.10
H 5.10164 4.57772 -1.92893 0.10
H 2.98020 4.95523 -0.62383 0.10
H 1.20898 3.25837 -0.63165 0.11
H -0.03270 -0.53181 -4.21850 0.10
H 0.59463 -2.33144 -5.71382 0.11
H 2.27548 -4.04083 -5.07712 0.10
H 3.97693 -3.14939 -3.38557 0.11
H 3.45622 -1.33352 -1.95078 0.14
O 1.02732 -6.40794 2.43131 0.09
C 0.70659 -5.09369 2.29469 -0.28
C -0.16764 -4.39277 3.14312 0.01
C -0.40182 -3.06727 2.82650 -0.10
N 0.01519 -2.44635 1.69886 0.04
C 0.95948 -3.10184 0.95913 -0.33
Br -1.51399 -2.40510 -1.45172 0.18
C 1.30661 -4.41686 1.23273 0.06
H 0.51235 -6.83099 3.12319 0.11
H -0.64566 -4.85844 4.01570 0.13
H -1.04308 -2.47997 3.49020 0.12
H 2.05712 -4.89160 0.60894 0.09
S 2.37386 -4.30436 -1.96697 1.01
C 2.05246 -2.75580 -1.13608 -0.52
N 1.52921 -2.33659 -0.05084 0.09
```

Properties
Strongest force on any atom, eV Å⁻¹: 3.44
LUMO energy, eV: -0.6
Energy, eV: -209164.3781
E_HOMO, eV: -6.96
Charge: 0